Entry 1:
Computed, not measured: 5 unconnected molecules or ions with the total composition C43H48F3INO5P, with ωB97M-V/def2-TZVPD.

Results
ΔE to the lowest compared entry with this formula, charge and spin	0.0	kJ/mol
LUMO level	-0.74	eV
SMILES string	COCCCCCCCc1cc2c(c(P(O)I)c1C[C@H](O)C(F)(F)F)C(=O)NC2=O.c1ccccc1.c1ccccc1.c1ccccc1.c1ccccc1

ORCA input file:
```
! RIJCOSX wB97M-V def2-TZVPD def2/J DEFGRID3
* xyz 0 1
C -3.338 -4.189 4.705
O -4.068 -4.207 3.493
C -4.732 -2.987 3.177
C -4.100 -2.311 1.962
C -4.559 -2.883 0.616
C -3.823 -4.153 0.184
C -2.341 -3.914 -0.149
C -2.052 -3.755 -1.655
C -1.180 -2.544 -2.036
C 0.086 -2.478 -1.209
C 1.105 -3.331 -1.625
C 2.289 -3.345 -0.938
C 2.479 -2.541 0.178
C 1.483 -1.690 0.653
P 1.973 -0.893 2.269
O 0.487 -0.531 2.908
I 2.755 1.329 1.553
C 0.260 -1.640 -0.086
C -0.910 -0.748 0.300
C -0.745 0.772 0.185
O -1.996 1.404 0.388
C -0.227 1.194 -1.187
F -0.137 2.520 -1.286
F -1.083 0.774 -2.153
F 0.975 0.682 -1.486
C 3.884 -2.795 0.670
O 4.423 -2.456 1.686
N 4.480 -3.589 -0.323
C 3.522 -4.145 -1.180
O 3.681 -5.092 -1.898
H -2.496 -4.877 4.600
H -3.954 -4.538 5.538
H -2.930 -3.198 4.918
H -5.784 -3.216 2.984
H -4.693 -2.304 4.031
H -3.016 -2.383 2.084
H -4.356 -1.247 2.000
H -4.441 -2.112 -0.157
H -5.633 -3.081 0.673
H -3.902 -4.886 0.991
H -4.330 -4.604 -0.673
H -2.004 -3.028 0.391
H -1.750 -4.741 0.248
H -2.984 -3.725 -2.221
H -1.518 -4.646 -1.997
H -0.872 -2.679 -3.075
H -1.749 -1.618 -1.998
H 0.965 -3.972 -2.488
H -0.045 -1.336 2.876
H -1.225 -0.963 1.316
H -1.770 -0.993 -0.323
H -0.105 1.169 0.967
H -2.636 1.030 -0.229
H 5.316 -4.111 -0.099
C 0.636 3.909 -4.213
C 0.707 5.013 -5.052
C 1.866 5.266 -5.773
C 2.957 4.417 -5.656
C 2.888 3.315 -4.815
C 1.730 3.061 -4.094
H -0.267 3.714 -3.650
H -0.142 5.679 -5.142
H 1.918 6.125 -6.430
H 3.860 4.614 -6.220
H 3.740 2.654 -4.719
H 1.682 2.204 -3.437
C 1.929 3.879 5.440
C 1.792 4.655 6.583
C 2.881 5.356 7.081
C 4.109 5.278 6.438
C 4.247 4.500 5.297
C 3.156 3.800 4.798
H 1.079 3.335 5.048
H 0.835 4.714 7.086
H 2.774 5.962 7.971
H 4.959 5.826 6.825
H 5.205 4.437 4.797
H 3.258 3.192 3.909
C -2.450 -7.678 1.440
C -2.115 -8.993 1.150
C -2.546 -10.017 1.982
C -3.310 -9.725 3.103
C -3.641 -8.408 3.394
C -3.212 -7.382 2.563
H -2.118 -6.880 0.788
H -1.518 -9.220 0.276
H -2.286 -11.043 1.756
H -3.647 -10.524 3.751
H -4.235 -8.181 4.270
H -3.473 -6.356 2.790
C 2.835 11.627 -5.933
C 3.528 11.167 -4.822
C 3.547 9.811 -4.528
C 2.872 8.914 -5.345
C 2.175 9.376 -6.453
C 2.157 10.732 -6.748
H 2.822 12.685 -6.163
H 4.054 11.866 -4.184
H 4.088 9.451 -3.663
H 2.888 7.857 -5.116
H 1.644 8.678 -7.088
H 1.614 11.091 -7.613
*
```

Entry 2:
Computed, not measured: a molecular structure, CH7OS2 in a non-equilibrium geometry, with ωB97M-V/def2-TZVPD.

Results
ΔE to the lowest compared entry with this formula, charge and spin	515.8	kJ/mol
LUMO level	-10.23	eV

ORCA input file:
```
! RIJCOSX wB97M-V def2-TZVPD def2/J DEFGRID3
* xyz 1 1
O -0.108 -0.912 4.436
H 0.462 0.402 -0.212
H -0.028 -0.850 3.478
H -0.414 -1.822 4.543
C -0.464 0.095 -3.119
S 0.562 0.906 -1.852
S 0.586 0.468 1.393
H -0.869 0.969 -3.644
H -1.297 -0.392 -2.630
H 0.254 -0.471 -3.754
H 1.316 1.606 1.361
*
```

Entry 3:
Computed, not measured: a molecular structure, H20NeO10 in a non-equilibrium geometry, with ωB97M-V/def2-TZVPD.

Results
ΔE to the lowest compared entry with this formula, charge and spin	11.5	kJ/mol
LUMO level	0.32	eV

ORCA input file:
```
! RIJCOSX wB97M-V def2-TZVPD def2/J DEFGRID3
* xyz 0 1
Ne -0.086 0.271 0.193
O 2.268 -1.932 -0.603
H 2.082 -2.614 -1.248
H 1.635 -2.087 0.099
O 1.847 3.356 0.734
H 2.405 3.755 0.065
H 2.102 3.789 1.548
O 0.092 0.800 -2.971
H 0.860 0.694 -2.410
H -0.291 1.634 -2.698
O -2.808 1.514 -0.696
H -3.764 1.492 -0.751
H -2.513 0.998 -1.447
O 2.968 0.500 -1.950
H 2.814 -0.317 -1.475
H 3.573 0.259 -2.651
O 2.120 0.800 3.220
H 1.605 1.144 2.491
H 2.994 1.171 3.092
O 1.173 -1.791 1.876
H 0.245 -1.776 2.112
H 1.618 -1.397 2.627
O -3.488 -0.463 1.276
H -4.383 -0.288 1.568
H -3.324 0.194 0.599
O -2.310 -1.040 -2.166
H -1.554 -0.590 -2.544
H -2.938 -1.102 -2.886
O -1.591 -2.482 2.018
H -2.062 -1.678 1.802
H -1.286 -2.817 1.174
*
```

Entry 4:
Computed, not measured: a molecular structure, C3H8Cl3HgO2 in a non-equilibrium geometry, with ωB97M-V/def2-TZVPD.

Results
ΔE to the lowest compared entry with this formula, charge and spin	122.9	kJ/mol
LUMO level	2.62	eV

ORCA input file:
```
! RIJCOSX wB97M-V def2-TZVPD def2/J DEFGRID3
* xyz -1 1
Hg -0.804 1.202 -0.282
C -1.978 -0.292 2.623
O -1.559 0.601 1.662
H -1.350 -1.190 2.729
H -2.157 0.154 3.611
H -2.969 -0.706 2.365
C 0.207 0.494 -3.292
O -0.636 1.322 -2.532
H 1.268 0.718 -3.115
H 0.018 -0.563 -3.064
H -0.025 0.687 -4.346
Cl -2.077 3.538 -0.711
C 2.534 -1.156 0.911
Cl 1.592 0.021 0.033
Cl 1.726 -2.743 0.947
H 3.543 -1.254 0.519
H 2.666 -0.832 1.941
*
```

E_HOMO per entry: -8.926; -14.224; -10.984; -4.863 eV